(1)
The following is a DFT calculation (ωB97M-V with the def2-TZVPD basis set) of an isolated ion of composition C7H13N2 and charge +1 at a distorted geometry.

## Properties
LUMO energy ... -4.64 eV
Charge ... +1
Orbital gap ... 9.4 eV
HOMO level ... -14.002 eV

Each line ends with the natural charge from an NBO analysis.
CARTESIAN COORDINATES (ANGSTROEM)
C  1.303  -1.235  0.212  -0.613
C  0.618  0.129  0.400  0.086
C  1.407  0.958  1.424  -0.596
C  -0.834  -0.041  0.950  -0.436
C  -1.898  -0.613  0.008  -0.231
N  -1.815  0.196  -1.206  -0.472
C  -0.737  0.048  -1.930  0.207
C  0.321  1.042  -1.969  0.100
N  0.779  0.842  -0.832  -0.253
H  0.703  -1.920  -0.379  0.204
H  1.473  -1.684  1.187  0.244
H  2.268  -1.110  -0.272  0.240
H  1.335  0.498  2.407  0.226
H  1.019  1.971  1.485  0.224
H  2.454  1.012  1.141  0.235
H  -1.171  0.933  1.313  0.225
H  -0.748  -0.703  1.810  0.257
H  -1.714  -1.660  -0.238  0.226
H  -2.894  -0.523  0.440  0.245
H  -2.180  1.139  -1.096  0.415
H  -0.417  -0.971  -2.132  0.226
H  0.729  1.693  -2.722  0.241

(2)
The following is a DFT calculation (ωB97M-V with the def2-TZVPD basis set) of C5H9NO as an isolated structure at a distorted geometry.

## Properties
LUMO energy (spin up / spin down) ... -1.04 / 0.24 eV
Charge ... 0
Orbital gap (spin up / spin down) ... 6.2 / 8.6 eV
HOMO level (spin up / spin down) ... -7.237 / -8.369 eV

Each line ends with the natural charge from an NBO analysis.
CARTESIAN COORDINATES (ANGSTROEM)
C  2.455  -0.311  1.158  -0.332
C  0.881  0.268  -0.869  -0.359
C  -0.484  0.045  -1.569  -0.237
N  -1.096  0.322  -0.252  -0.408
C  -2.355  -0.127  0.297  -0.414
C  0.142  0.421  0.337  0.601
O  0.464  0.501  1.556  -0.613
H  2.199  -1.359  1.043  0.188
H  2.561  0.085  2.158  0.191
H  3.087  0.117  0.384  0.182
H  1.589  1.011  -1.244  0.203
H  -0.785  0.765  -2.347  0.191
H  -0.686  -0.978  -1.928  0.186
H  -2.320  0.012  1.382  0.228
H  -3.193  0.461  -0.104  0.202
H  -2.540  -1.190  0.078  0.191

One value per record, in order, for energy relative to the best compared isomer or geometry (same formula, charge and spin): 69.84; 137.74 kcal per mole.